1.
Molecular formula: C24H24NO3
Method: DFT, ωB97M-V/def2-TZVPD

XYZ file:
```
52
Properties=species:S:1:pos:R:3:forces:R:3
C -2.60101 -1.31226 -2.47373 0.44 -0.60 -0.77
H -1.02084 -0.51155 2.54444 0.14 -0.25 -0.54
H 0.57224 0.73486 1.07900 0.34 -1.16 0.72
H -6.10971 4.28338 1.64308 0.34 -0.26 -0.34
H -1.76871 -0.95331 0.96445 -0.12 -0.01 -0.02
H -3.80083 4.94248 2.42129 -0.29 -0.30 -0.35
C -2.97970 2.55411 0.15249 -0.21 0.06 0.28
H -2.56621 -3.55511 -5.08881 0.51 0.69 0.72
C 3.04792 -1.65266 1.41096 -0.69 0.47 0.16
H 4.75557 -2.77673 2.08092 -0.14 0.04 0.00
C -1.21173 -0.94709 -2.42747 -0.42 -0.31 -1.13
H -2.44594 1.09090 -1.94794 0.31 -0.13 0.63
H 7.10853 -2.58137 3.11704 -0.22 -0.18 0.08
C 4.55480 0.61906 1.94322 1.03 -0.89 -0.30
C 0.62784 0.11686 -0.88707 0.43 -1.10 0.04
O -0.71864 2.11155 0.53403 -1.73 -0.82 -2.06
C 2.46065 -0.39334 1.14630 0.06 0.42 -0.68
H 5.21220 1.47128 2.12272 -0.46 -0.01 -0.03
H -1.82780 3.81177 1.45245 -0.27 0.00 -0.06
H -3.32798 -0.87806 -1.79563 0.20 -0.13 0.18
H 8.32970 -1.63916 2.28766 0.03 0.11 -0.01
O 0.28142 -1.40902 1.10989 -0.31 1.23 -0.33
C 5.18096 -0.66370 2.08569 -0.98 -0.38 -0.72
H 2.81889 1.76934 1.40090 0.31 -0.79 -0.16
C 3.24877 0.74717 1.45452 -0.13 -0.13 0.40
C -0.82715 -2.41338 -4.36318 -0.29 0.20 0.23
C -0.73198 0.07733 -1.50946 -1.07 0.32 1.01
C -3.94890 4.17523 1.65361 -0.25 0.01 -0.20
H 2.43853 -2.55144 1.30455 0.21 0.25 -0.12
C -1.02593 -1.24492 1.71139 1.00 0.20 0.11
C 0.96357 -0.21388 0.65955 -0.72 0.14 2.33
H 1.30527 -0.66349 -1.22664 -0.29 0.21 -1.45
N -1.68563 1.03522 -1.26078 1.24 -1.56 -1.14
H -6.37435 2.50051 -0.09338 0.35 0.01 0.05
C -5.22901 3.80268 1.20078 0.39 -0.43 -0.11
H -1.26823 -2.22399 2.12943 -0.09 0.14 -0.19
O 6.52975 -0.75350 2.28445 -0.64 0.93 0.19
H -4.11950 -2.55780 -3.38148 0.40 0.07 -0.04
H -4.36850 1.34001 -1.02069 0.03 0.21 0.23
C -5.37109 2.78257 0.22880 0.14 0.53 0.45
C -2.17631 -2.82166 -4.34403 -0.05 0.07 0.03
C -3.06555 -2.27206 -3.39863 0.78 0.70 0.38
C 4.34366 -1.78624 1.91845 0.44 0.44 -0.46
H 0.68772 -1.14241 -3.46035 -0.37 -0.22 0.01
C -2.82922 3.55849 1.11826 -0.58 0.10 0.07
C 7.29515 -1.96253 2.24525 -0.37 0.31 0.08
H -0.15936 -2.82081 -5.13490 -0.28 0.31 0.49
C -4.24030 2.14378 -0.29187 -0.38 0.49 0.18
C -0.35159 -1.48151 -3.42012 -0.16 -0.59 0.05
H 7.15380 -2.52274 1.32377 -0.26 -0.03 -0.09
H 0.95350 1.13950 -1.03061 0.55 0.12 -0.04
C -1.71874 1.89766 -0.17255 2.13 1.51 2.24
```
Positions in Å, forces in eV/Å.

Output
* 2S+1: 1
* energy: -32901.4847 eV
* charge: +1
* gap between HOMO and LUMO: 5.30 eV
* energy relative to the best compared isomer or geometry (same formula, charge and spin): 27.0 kcal per mole

=====

2.
Molecular formula: C24H25BF3NO5PSTa
Method: DFT, ωB97M-V/def2-TZVPD

XYZ file:
```
62
Properties=species:S:1:pos:R:3:forces:R:3
H -0.32698 6.08088 -1.73765 0.00 -0.02 0.00
C 1.10611 -0.33564 5.80397 -0.01 0.01 0.01
H 2.92472 -1.57374 -1.12855 0.03 0.07 -0.02
H 1.13084 0.27656 -3.62610 -0.01 0.01 0.03
C 0.87382 3.08220 -2.75203 -0.06 0.00 -0.01
C 2.05573 -4.73471 -0.38533 -0.02 -0.11 -0.03
H -5.45886 -0.29770 -0.94075 0.00 -0.02 0.01
C 0.71729 -4.52028 -0.10419 0.16 -0.05 -0.02
O -1.12827 0.27673 -1.89856 -0.06 -0.10 -1.21
C -3.43910 0.26239 -1.42186 -0.10 -0.05 -0.05
O 0.34933 -0.61738 2.19691 0.00 0.33 0.24
P 1.66307 0.79964 -1.34550 0.04 0.29 0.25
H -4.42769 1.92470 -0.49372 -0.01 -0.01 -0.01
O -2.70596 -0.17569 -0.21228 -0.12 0.23 0.17
H 3.90934 -3.81558 -0.99801 -0.01 -0.02 0.00
F -0.25277 -5.67510 1.68069 -0.03 0.02 0.15
C 0.61032 0.95869 5.97630 0.00 0.00 0.00
C 3.19600 0.93982 -0.38910 0.11 0.08 -0.03
S -1.37899 -2.61749 0.06958 -0.14 -0.38 -0.06
H 3.53341 -0.00578 0.02652 0.01 -0.01 0.02
F -1.39746 -5.55378 -0.14747 -0.11 0.02 -0.07
B -0.28044 0.48812 1.62722 0.17 0.36 0.05
H 0.65477 1.41285 6.95658 0.01 -0.01 0.00
H -3.33938 -0.37859 0.49054 0.11 0.00 0.06
H -4.21433 2.09296 -2.23814 0.00 -0.02 0.01
H 1.45237 -1.97463 4.42511 -0.02 0.01 -0.01
H 1.52215 -0.85717 6.65486 0.00 0.00 -0.01
H -0.05285 5.00577 0.47327 0.01 -0.01 -0.01
C 0.05531 1.67991 4.92449 0.06 -0.06 0.04
H 2.46312 -5.73552 -0.31472 0.00 0.01 0.00
C 0.03098 1.03584 3.70873 -0.18 0.36 -0.03
C 1.07369 -0.97234 4.56787 0.02 0.08 0.11
C 0.38285 4.37749 -2.82881 0.00 0.00 0.00
H 0.81576 2.72762 0.63519 0.02 0.00 -0.02
H -0.33183 2.68141 5.04800 -0.01 -0.02 0.01
O -0.47798 1.51651 2.49630 0.10 -0.31 0.09
C 2.86396 -3.67064 -0.76718 0.05 0.09 -0.02
C 0.52556 -0.23689 3.54343 0.12 -0.42 -0.22
C 2.31738 -2.41320 -0.84550 -0.05 -0.09 0.12
C 1.03535 2.47594 -1.50660 0.00 0.14 -0.05
C -0.16458 -5.66748 0.34979 0.02 0.08 -0.07
C 0.69280 3.17354 -0.34511 0.01 0.05 0.02
C 0.20180 4.46640 -0.42935 0.00 -0.01 -0.03
H 2.37223 -0.81676 -3.02102 0.04 -0.03 0.00
C 2.03150 0.21418 -3.01566 0.07 0.07 -0.08
H 2.80936 0.84421 -3.44964 -0.01 -0.01 -0.03
N 1.01899 -2.18348 -0.56350 0.42 -0.25 -0.09
C 0.04816 5.06769 -1.67209 -0.01 0.02 0.01
H -4.44587 -1.65081 -1.50568 0.02 0.01 -0.04
H 3.97863 1.36107 -1.02208 0.00 0.01 0.02
C -4.67054 -0.59146 -1.63424 0.01 -0.08 0.10
H -5.03883 -0.44773 -2.64889 0.00 0.04 0.00
H 0.26792 4.85084 -3.79481 0.01 -0.01 0.01
C -2.41047 0.02462 -2.51175 0.82 0.10 0.85
Ta -0.40275 -0.48786 -0.37400 -1.06 -0.62 -0.14
F 0.34201 -6.82882 -0.04661 0.07 -0.09 -0.01
C -3.73811 1.74867 -1.31938 0.02 0.06 0.02
H 1.12761 2.56403 -3.66732 0.01 0.01 0.03
H 3.01549 1.62878 0.43618 -0.01 -0.01 0.00
H -2.83026 2.32852 -1.15195 0.01 -0.02 -0.02
C 0.24304 -3.22526 -0.20864 -0.35 0.18 0.16
O -2.49847 -0.30704 -3.62776 -0.17 0.12 -0.20
```
Positions in Å, forces in eV/Å.

Output
* 2S+1: 1
* energy: -67515.6539 eV
* charge: +2
* gap between HOMO and LUMO: 6.57 eV
* energy relative to the best compared isomer or geometry (same formula, charge and spin): 21.0 kcal per mole

=====

3.
Molecular formula: C24H25BF3NO5PSTa
Method: DFT, ωB97M-V/def2-TZVPD

XYZ file:
```
62
Properties=species:S:1:pos:R:3:forces:R:3
H 2.31276 2.37990 -1.01086 0.05 0.05 -0.03
Ta -0.08663 -0.34463 -0.00997 -2.00 0.53 -0.07
C -0.78664 -2.53364 2.51725 0.20 -0.27 0.02
C 0.47539 -1.67498 2.50436 -0.55 -0.23 1.51
H 1.92990 -6.27635 -3.35508 0.02 0.01 -0.01
O 0.59652 -2.24419 -1.55209 -0.53 0.45 0.35
C 2.81985 1.41747 1.92623 -0.14 -0.20 -0.10
C -3.48291 1.03899 -2.24589 0.15 0.04 0.15
N -1.63909 -0.38021 -1.72960 0.35 -0.08 0.60
C 0.00957 5.29666 0.05868 0.00 0.02 -0.01
C 3.34952 -4.66892 -3.36886 -0.02 -0.09 -0.03
H 2.92234 0.56143 2.59234 -0.01 -0.02 -0.01
P 1.07985 1.61535 1.45914 -0.30 0.18 -0.66
H -3.05202 -1.37405 -4.59385 0.02 -0.01 0.00
O -1.63157 -1.85863 1.52955 0.64 0.18 -0.19
S -1.93387 1.38397 0.09054 1.02 -0.27 0.50
C -1.85510 -1.08561 -2.84971 0.14 -0.16 -0.03
H 0.69112 6.27716 -1.71845 0.01 -0.02 -0.02
H -0.01124 -3.90810 1.03205 0.01 -0.04 0.02
C 1.57599 4.33475 -1.49603 0.05 0.03 -0.12
F -4.39574 3.02686 -3.05450 -0.04 -0.08 0.16
B 1.39570 -1.09699 -1.48375 0.53 0.00 -0.53
C -3.70985 0.29416 -3.39612 0.12 -0.12 0.02
H -4.53132 0.56121 -4.04976 0.01 0.02 0.00
H 3.11602 2.32908 2.44720 0.00 0.01 -0.01
C 1.09975 -4.52142 -2.47019 -0.21 0.10 0.11
C 0.75205 5.38477 -1.11041 -0.03 -0.01 0.06
H -1.17728 -1.90489 -3.04023 -0.02 0.01 0.00
H -1.74521 -1.50985 4.15432 -0.02 -0.02 0.03
H 0.30273 -4.38632 2.71236 -0.02 -0.03 0.00
H 4.59780 -2.90169 -3.26577 -0.02 0.00 0.00
C 2.63275 -2.63615 -2.43259 -0.50 -0.38 0.06
F -5.64519 1.79815 -1.77832 0.11 0.07 -0.02
H 0.47062 1.07874 3.71995 0.01 -0.06 0.02
H 3.45481 1.28026 1.05258 -0.03 0.02 -0.02
H -1.31760 -4.57014 2.03460 -0.01 0.01 0.02
C -4.39231 2.22026 -1.98469 -0.11 0.08 -0.06
C -2.88962 -0.78434 -3.70421 -0.12 0.11 0.00
O 1.05968 -1.24255 3.44472 0.12 -0.20 -0.43
C -1.43856 -2.52002 3.88426 0.00 0.15 -0.10
C 0.18877 1.86168 3.02107 -0.05 -0.01 -0.15
H 2.15456 4.40936 -2.40720 0.00 -0.02 0.01
H -2.30584 -3.18076 3.89362 -0.01 0.01 0.01
C 2.11224 -5.24464 -3.08877 0.04 0.01 -0.01
H 0.13397 -4.95739 -2.25162 0.02 -0.01 0.00
C 1.66622 3.19912 -0.71046 -0.07 -0.07 0.11
H -0.63125 6.11448 0.35935 0.00 -0.01 -0.01
H 0.50128 2.82598 3.42610 0.02 -0.01 0.01
O 0.80942 -1.38731 1.22283 0.45 -0.15 -0.12
C 0.09409 4.16394 0.85387 0.00 -0.04 0.02
C -2.43444 0.66564 -1.41275 -0.21 -0.24 -0.43
H -0.73044 -2.87237 4.63190 -0.01 -0.03 -0.01
C 0.93110 3.11757 0.47536 0.12 -0.06 0.09
H -2.50969 -2.25271 1.60182 -0.18 0.21 -0.29
H 4.10753 -5.26653 -3.85593 0.01 0.01 0.01
H -0.89300 1.86626 2.88889 0.01 0.01 -0.03
C 3.63795 -3.34842 -3.04658 0.10 0.23 0.04
C -0.42872 -3.93920 2.03900 -0.04 0.13 -0.04
F -4.01267 2.93957 -0.92178 -0.06 -0.07 -0.13
C 1.39961 -3.21648 -2.15599 0.66 -0.12 -0.15
O 2.62405 -1.31574 -1.99741 0.29 0.40 -0.12
H -0.49776 4.10688 1.75834 0.03 0.02 0.01
```
Positions in Å, forces in eV/Å.

Output
* 2S+1: 1
* energy: -67514.8210 eV
* charge: +2
* gap between HOMO and LUMO: 6.32 eV
* energy relative to the best compared isomer or geometry (same formula, charge and spin): 40.2 kcal per mole